A molecular structure, C37H55ClFeN4O4S2Si, computed with the ωB97M-V functional and the def2-TZVPD basis.

Computed properties:
charge: +1
2S+1: 6
relative energy (zero: lowest compared OMol25 entry of this formula, charge and spin): 0.0 kJ/mol
⟨S²⟩: 8.761

Last column: Mulliken spin population.
Positions of all 105 atoms, in Å:
1 Fe -0.149 -0.231 -0.085  4.432
2 C -1.339 -1.502 3.362  -0.006
3 C -0.902 -0.055 3.216  0.015
4 C -0.212 0.455 4.473  0.005
5 C -2.084 0.837 2.888  0.003
6 O 0.049 0.022 2.074  0.023
7 Si 1.703 -0.320 2.179  0.019
8 S 2.077 -0.606 0.127  0.234
9 O 1.834 -1.642 3.090  -0.011
10 C 2.994 -2.300 3.664  -0.004
11 C 2.604 -3.760 3.811  0.000
12 C 4.192 -2.148 2.738  0.012
13 C 3.261 -1.657 5.017  0.001
14 O 2.535 0.873 2.880  0.017
15 C 2.913 2.214 2.496  0.004
16 C 1.810 2.861 1.665  -0.013
17 C 4.215 2.127 1.715  0.001
18 C 3.111 2.973 3.798  0.000
19 H -2.061 -1.580 4.175  0.000
20 H -0.486 -2.141 3.586  -0.002
21 H -1.815 -1.853 2.444  0.007
22 H -0.922 0.414 5.300  0.002
23 H 0.112 1.489 4.350  0.000
24 H 0.650 -0.155 4.740  -0.002
25 H -2.738 0.890 3.759  0.000
26 H -2.667 0.434 2.063  0.000
27 H -1.755 1.849 2.648  0.000
28 H 2.391 -4.195 2.834  0.000
29 H 1.717 -3.854 4.438  0.000
30 H 3.415 -4.324 4.273  0.000
31 H 3.982 -2.583 1.760  -0.002
32 H 5.054 -2.662 3.163  0.000
33 H 4.457 -1.096 2.610  -0.002
34 H 2.390 -1.764 5.665  0.000
35 H 3.482 -0.596 4.894  0.000
36 H 4.111 -2.136 5.504  0.000
37 H 1.679 2.322 0.721  0.020
38 H 2.080 3.891 1.428  -0.001
39 H 0.868 2.864 2.219  0.001
40 H 4.079 1.541 0.806  -0.001
41 H 4.984 1.655 2.328  0.000
42 H 4.559 3.123 1.436  0.000
43 H 2.180 3.022 4.363  0.000
44 H 3.448 3.991 3.596  0.000
45 H 3.862 2.475 4.411  0.000
46 S -4.193 -1.875 -0.688  0.023
47 C -3.223 -3.268 -0.487  0.004
48 C -1.915 -2.963 -0.250  -0.011
49 C -1.667 -1.565 -0.217  0.217
50 C -2.826 -0.853 -0.443  -0.112
51 C -2.884 0.608 -0.482  0.020
52 C -4.040 1.348 -0.709  0.014
53 C -3.972 2.729 -0.685  -0.001
54 C -2.757 3.354 -0.434  -0.002
55 C -1.648 2.560 -0.227  0.020
56 N -1.706 1.228 -0.258  -0.004
57 H -3.675 -4.245 -0.553  0.001
58 H -1.157 -3.718 -0.098  -0.002
59 H -4.978 0.841 -0.889  0.002
60 H -4.864 3.317 -0.853  0.000
61 H -2.670 4.430 -0.395  0.001
62 H -0.678 2.991 -0.014  -0.002
63 C -3.695 2.260 -6.836  0.000
64 C -3.191 1.072 -6.002  0.000
65 C -4.131 -0.106 -6.299  0.000
66 C -3.342 1.389 -4.502  0.000
67 C -1.720 0.717 -6.405  0.000
68 O -1.743 0.045 -7.673  0.000
69 C -0.775 1.931 -6.605  0.000
70 C -0.715 3.138 -5.645  -0.001
71 C 0.396 3.149 -4.626  -0.001
72 C 0.134 3.327 -3.274  0.003
73 C 1.166 3.402 -2.347  0.002
74 C 2.474 3.292 -2.780  0.002
75 Cl 3.765 3.355 -1.621  0.000
76 C 2.766 3.129 -4.126  -0.001
77 C 1.727 3.062 -5.034  0.001
78 C -1.092 -0.424 -5.572  -0.001
79 N -0.425 -0.115 -4.312  0.002
80 C -0.895 -0.221 -3.078  0.053
81 N 0.085 -0.024 -2.208  0.028
82 C 1.177 0.191 -3.000  0.001
83 N 0.908 0.123 -4.276  0.005
84 H -4.758 2.410 -6.641  0.000
85 H -3.600 2.074 -7.909  0.000
86 H -3.184 3.194 -6.613  0.000
87 H -5.130 0.141 -5.933  0.000
88 H -3.822 -1.024 -5.798  0.000
89 H -4.204 -0.317 -7.363  0.000
90 H -4.247 1.979 -4.344  0.000
91 H -2.506 1.940 -4.073  0.000
92 H -3.471 0.468 -3.929  0.000
93 H -2.139 0.626 -8.330  0.000
94 H -1.059 2.325 -7.582  0.000
95 H 0.230 1.525 -6.744  0.000
96 H -1.662 3.303 -5.138  0.000
97 H -0.574 4.022 -6.273  0.000
98 H -0.893 3.427 -2.937  0.001
99 H 0.971 3.564 -1.296  -0.004
100 H 3.795 3.058 -4.450  0.000
101 H 1.958 2.939 -6.085  0.000
102 H -0.326 -0.872 -6.200  0.000
103 H -1.838 -1.188 -5.367  0.000
104 H -1.911 -0.473 -2.835  -0.010
105 H 2.163 0.377 -2.609  0.001

A molecular structure, C37H55GeN3O4SSiTi, computed with the ωB97M-V functional and the def2-TZVPD basis.

Computed properties:
charge: -1
2S+1: 2
relative energy (zero: lowest compared OMol25 entry of this formula, charge and spin): 44.5 kJ/mol
⟨S²⟩: 0.758

Last column: Mulliken spin population.
Positions of all 103 atoms, in Å:
1 Ti -1.162 0.226 0.354  0.773
2 C -4.640 -0.928 2.195  0.003
3 S -3.899 -0.578 0.623  0.007
4 O -4.831 -1.009 -0.381  0.000
5 O -3.560 0.855 0.639  0.000
6 O -2.616 -1.341 0.643  0.022
7 H -5.462 -0.232 2.344  0.000
8 H -3.883 -0.801 2.966  0.000
9 H -5.005 -1.952 2.170  0.000
10 C 2.487 0.153 2.263  0.008
11 Ge 1.305 -0.939 1.051  0.149
12 C 1.045 -2.507 2.276  -0.018
13 C 2.057 -2.992 3.104  -0.004
14 C 1.842 -4.060 3.966  0.000
15 C 0.597 -4.673 4.015  0.001
16 C -0.424 -4.210 3.198  0.007
17 C -0.200 -3.137 2.343  0.041
18 C 2.777 -1.642 -0.161  0.005
19 C 3.930 -0.900 -0.295  -0.007
20 C 4.984 -1.268 -1.166  0.002
21 C 4.893 -2.406 -1.908  -0.005
22 C 3.741 -3.227 -1.807  0.009
23 C 3.628 -4.423 -2.560  -0.004
24 C 2.520 -5.213 -2.460  0.001
25 C 1.466 -4.840 -1.599  -0.004
26 C 1.548 -3.690 -0.867  0.008
27 C 2.684 -2.843 -0.939  -0.009
28 H 3.459 -0.315 2.436  -0.003
29 H 1.975 0.233 3.224  0.001
30 H 2.659 1.165 1.893  0.002
31 H 3.038 -2.528 3.074  0.000
32 H 2.647 -4.417 4.599  0.000
33 H 0.425 -5.505 4.687  0.000
34 H -1.401 -4.679 3.232  0.000
35 H -1.014 -2.775 1.722  0.021
36 H 4.058 -0.005 0.307  -0.001
37 H 5.864 -0.638 -1.238  0.000
38 H 5.692 -2.703 -2.578  0.000
39 H 4.443 -4.700 -3.220  0.000
40 H 2.447 -6.124 -3.042  0.000
41 H 0.581 -5.461 -1.526  0.000
42 H 0.730 -3.412 -0.219  0.011
43 C 2.579 -0.135 -4.076  0.000
44 C 1.791 0.368 -2.884  0.002
45 O 2.548 1.316 -2.108  -0.001
46 H 1.971 -0.837 -4.652  0.000
47 H 3.480 -0.654 -3.744  0.000
48 H 2.869 0.691 -4.729  0.000
49 H 1.486 -0.460 -2.245  0.002
50 H 0.870 0.862 -3.197  0.001
51 H 3.044 0.786 -1.466  -0.003
52 C -3.439 2.145 -2.555  0.005
53 C -2.980 0.848 -3.170  -0.017
54 C -3.599 0.403 -4.328  0.011
55 C -3.277 -0.816 -4.906  -0.010
56 C -2.331 -1.607 -4.270  0.007
57 C -1.700 -1.208 -3.103  -0.029
58 C -0.728 -2.150 -2.446  0.005
59 C -1.981 0.062 -2.522  0.021
60 N -1.358 0.496 -1.391  -0.050
61 H -4.425 2.415 -2.941  0.000
62 H -2.768 2.982 -2.785  -0.002
63 H -3.512 2.039 -1.473  -0.002
64 H -4.370 1.022 -4.777  -0.001
65 H -3.773 -1.153 -5.808  -0.001
66 H -2.083 -2.581 -4.682  0.000
67 H -0.005 -2.551 -3.162  0.000
68 H -1.251 -2.998 -1.995  -0.003
69 H -0.188 -1.649 -1.645  0.034
70 C -1.322 4.907 0.355  0.004
71 C -1.431 3.388 0.605  0.045
72 N -0.249 2.704 0.083  -0.043
73 C 0.934 3.078 0.843  0.019
74 C 1.066 4.617 0.884  0.000
75 N 0.082 5.176 -0.106  -0.001
76 C 0.291 4.544 -1.455  0.002
77 C -0.041 3.041 -1.321  0.048
78 H -1.486 5.497 1.257  0.000
79 H -1.987 5.259 -0.434  0.000
80 H -2.317 2.976 0.125  -0.011
81 H -1.508 3.176 1.668  -0.018
82 H 1.799 2.630 0.356  0.000
83 H 0.847 2.676 1.849  0.001
84 H 2.054 4.968 0.588  0.000
85 H 0.810 5.035 1.858  0.001
86 H 0.222 6.180 -0.181  0.000
87 H 1.331 4.723 -1.729  0.000
88 H -0.360 5.066 -2.156  0.000
89 H 0.792 2.451 -1.685  -0.017
90 H -0.929 2.755 -1.871  -0.007
91 C -2.813 2.008 3.768  -0.004
92 Si -1.166 1.159 3.215  -0.005
93 C 0.038 2.408 4.101  -0.001
94 C -1.089 -0.310 4.444  -0.001
95 H -2.773 2.282 4.830  0.000
96 H -3.665 1.341 3.626  0.000
97 H -3.039 2.918 3.201  0.001
98 H -0.111 2.350 5.185  0.000
99 H -0.180 3.446 3.812  0.000
100 H 1.098 2.220 3.906  0.001
101 H -1.416 -0.017 5.449  0.000
102 H -0.069 -0.699 4.520  0.000
103 H -1.710 -1.146 4.112  0.000